Molecular formula: C2H6N2O3S
Method: DFT, ωB97M-V/def2-TZVPD

Structure (ORCA input):
```
! RIJCOSX wB97M-V def2-TZVPD def2/J DEFGRID3
* xyz 0 1
C -0.9943 -1.0918 0.5971
S 0.3074 -0.7532 -0.3017
C -0.1338 0.8652 -1.0754
O 0.7029 -1.8429 -1.2005
N 1.8323 -0.1305 0.6458
N 3.0585 0.1068 0.1036
O 3.9315 -0.2002 0.8651
O 3.0319 0.6524 -0.9446
H -1.0461 -2.2129 0.6831
H -1.2819 -0.5477 1.3597
H 0.6981 1.1841 -1.6628
H -1.1643 0.7404 -1.7251
H -0.4631 1.4798 -0.3485
H 2.0374 -0.6247 1.4851
*
```

LUMO: 0.16 eV
Kohn-Sham gap: 9.5 eV
energy above the lowest of the compared OMol25 structures with the same formula, charge and spin: 168.38 kcal per mole
highest occupied orbital energy: -9.374 eV
SMILES: C=[S@](C)(=O)N[N+](=O)[O-]

Mulliken atomic charge list, values in e, 4 entries: atom 1 (C): -0.9291, atom 2 (S): 0.9369, atom 3 (C): -0.9323, atom 4 (O): -0.6068

=====

Molecular formula: C28H30AsIrN2OS
Method: DFT, ωB97M-V/def2-TZVPD

Structure (ORCA input):
```
! RIJCOSX wB97M-V def2-TZVPD def2/J DEFGRID3
* xyz 2 5
Ir -0.1387 -0.2434 0.2599
C 0.7723 -2.3426 2.7500
C 1.1833 -1.9067 1.3869
C 0.6890 -2.5562 0.2335
C 1.3941 -2.4868 -1.0008
C 0.9435 -3.3154 -2.1559
C 2.5101 -1.6741 -1.0797
C 2.8696 -0.8270 -0.0189
C 3.9729 0.1609 -0.1890
C 2.1913 -0.9346 1.2010
H 1.5056 -3.0738 3.0966
H -0.2007 -2.8251 2.7524
H 0.7632 -1.5271 3.4725
H -0.1125 -3.2789 0.3355
H 1.6470 -4.1328 -2.3223
H 0.9031 -2.7274 -3.0707
H -0.0377 -3.7483 -1.9838
H 3.0899 -1.6397 -1.9931
H 4.9397 -0.3456 -0.1685
H 3.9662 0.9066 0.6037
H 3.8890 0.6671 -1.1495
H 2.5256 -0.3413 2.0438
S -2.1541 1.1751 -0.6430
C -3.0371 1.7704 0.6818
C -4.2573 2.4417 0.4005
C -5.0466 2.9297 1.4176
C -4.6428 2.7682 2.7376
C -3.4419 2.1196 3.0432
C -2.6355 1.6310 2.0406
As -0.9732 0.7315 2.4693
C 0.2435 2.1425 2.9512
C 0.0311 3.4382 2.4919
C 0.9666 4.4257 2.7665
C 2.1042 4.1215 3.4972
C 2.3117 2.8302 3.9595
C 1.3870 1.8368 3.6843
C -1.4749 -0.1923 4.0836
C -1.1632 0.3215 5.3367
C -1.6149 -0.3345 6.4754
C -2.3825 -1.4811 6.3608
C -2.7098 -1.9835 5.1084
C -2.2543 -1.3424 3.9675
H -4.5513 2.5450 -0.6340
H -5.9755 3.4307 1.1938
H -5.2598 3.1453 3.5412
H -3.1644 2.0079 4.0845
H -0.8641 3.6906 1.9350
H 0.8008 5.4347 2.4182
H 2.8264 4.8931 3.7187
H 3.1896 2.5991 4.5453
H 1.5541 0.8366 4.0700
H -0.5693 1.2231 5.4359
H -1.3683 0.0559 7.4519
H -2.7326 -1.9858 7.2502
H -3.3211 -2.8713 5.0231
H -2.5200 -1.7334 2.9906
N 0.3692 2.6137 -2.5967
C 0.8302 1.3599 -2.5245
N 1.3474 0.8023 -3.6295
O 0.8063 0.7078 -1.4566
H 0.4120 3.1526 -3.4448
H 0.0089 3.0523 -1.7680
H 1.4376 1.2931 -4.5014
H 1.7188 -0.1288 -3.5525
*
```

LUMO (alpha / beta): -5.17 / -8.65 eV
Kohn-Sham gap (alpha / beta): 7.6 / 5.8 eV
energy above the lowest of the compared OMol25 structures with the same formula, charge and spin: 15.68 kcal per mole
highest occupied orbital energy (alpha / beta): -12.801 / -14.487 eV

Mulliken atomic charge list, values in e, 4 entries: atom 1 (Ir): 1.5210, atom 2 (C): -1.3392, atom 3 (C): 0.5850, atom 4 (C): -1.2826

=====

Molecular formula: C6H5N4O3
Method: DFT, ωB97M-V/def2-TZVPD

Structure (ORCA input):
```
! RIJCOSX wB97M-V def2-TZVPD def2/J DEFGRID3
* xyz 1 1
O 3.1548 1.4599 0.0858
C 2.2246 0.9011 -0.3878
N 2.1816 -0.4984 -0.8081
C 1.3738 -1.5321 -0.5370
C 0.3880 -1.9503 0.5832
N -0.6432 -1.4077 1.0903
C -0.9934 -0.1360 0.8977
N -0.2923 0.6731 -0.0641
O 0.9017 1.4581 -0.1595
C -1.2311 1.5716 -0.4850
C -2.4026 1.3755 0.1648
N -2.3227 0.1135 0.7664
O -3.1509 -0.4630 1.3159
H 2.8454 -0.6958 -1.5909
H 1.7664 -2.4422 -1.1542
H 0.3616 -2.9983 0.7436
H -0.8789 2.5427 -0.7217
H -3.2828 2.0284 0.2606
*
```

LUMO (alpha / beta): -6.55 / -6.64 eV
Kohn-Sham gap (alpha / beta): 6.7 / 6.4 eV
energy above the lowest of the compared OMol25 structures with the same formula, charge and spin: 34.18 kcal per mole
highest occupied orbital energy (alpha / beta): -13.267 / -12.993 eV
SMILES: O=c1[nH]ccnc2n(o1)C=C[N+]2=O

Mulliken atomic charge list, values in e, 4 entries: atom 1 (O): -0.3254, atom 2 (C): 0.3975, atom 3 (N): -0.1012, atom 4 (C): 0.2688

=====

Molecular formula: C12H19OP
Method: DFT, ωB97M-V/def2-TZVPD

Structure (ORCA input):
```
! RIJCOSX wB97M-V def2-TZVPD def2/J DEFGRID3
* xyz 0 1
C -3.2090 -3.0056 -2.2973
C -2.3867 -2.0640 -1.4574
C -2.5620 -0.6842 -1.4556
C -1.7440 0.2490 -0.8470
C -1.9140 1.7353 -0.8747
C -0.4424 -0.2422 -0.4375
C -0.2253 -1.5576 -0.3330
C 1.1831 -2.0136 -0.0391
C -1.2412 -2.4457 -0.6654
H -2.9073 -4.0315 -1.8779
H -4.3019 -2.9196 -2.4110
H -2.7519 -2.8354 -3.3254
H -3.3806 -0.1853 -2.0197
H -2.8778 2.0635 -1.2461
H -1.8763 2.1258 0.1065
H -1.1189 2.2668 -1.4570
H 0.2990 0.4337 -0.0976
H 1.7079 -2.4234 -0.9553
H 1.8041 -1.1682 0.2745
H 1.1953 -2.8679 0.6780
H -1.0808 -3.4507 -0.7407
C 2.6124 0.5403 2.2778
C 3.0167 1.7259 1.4763
C 2.5097 3.1651 1.9428
P 2.1711 2.7009 0.2177
O 0.6384 2.3984 0.7106
H 3.5545 0.2104 2.7476
H 2.0112 0.9017 3.1483
H 2.2246 -0.2715 1.6840
H 4.0572 1.8249 1.2986
H 3.2773 3.7884 2.1569
H 1.6523 2.9746 2.6425
H 0.1053 3.0618 1.1758
*
```

LUMO: 0.74 eV
Kohn-Sham gap: 9.1 eV
energy above the lowest of the compared OMol25 structures with the same formula, charge and spin: 31.11 kcal per mole
highest occupied orbital energy: -8.318 eV
SMILES: Cc1cc(C)cc(C)c1.C[C@@H]1CP1O

Mulliken atomic charge list, values in e, 4 entries: atom 1 (C): -1.1489, atom 2 (C): 0.4048, atom 3 (C): -0.5858, atom 4 (C): 0.5117

=====

Molecular formula: N2O22S4Sr4
Method: DFT, ωB97M-V/def2-TZVPD

Structure (ORCA input):
```
! RIJCOSX wB97M-V def2-TZVPD def2/J DEFGRID3
* xyz -2 1
Sr -3.9862 -23.4189 -24.7246
Sr 0.1501 -25.5312 -20.9868
Sr 0.3270 -23.2872 -26.0401
Sr -2.0737 -20.5898 -21.1763
N -1.5818 -23.3443 -22.8669
O -2.4259 -22.4448 -22.9757
O -1.1367 -23.5852 -21.7568
O -1.1450 -23.8678 -23.9136
N 1.2888 -21.8856 -20.2353
O 1.3116 -23.1603 -20.1432
O 2.2150 -21.2730 -20.7313
O 0.1275 -21.3383 -20.3313
S -2.7421 -21.6472 -26.8919
O -2.1979 -22.9170 -26.3041
O -1.6997 -20.6269 -27.0651
O -3.2129 -22.0913 -28.1887
O -3.6687 -21.2015 -25.8458
S -5.0537 -20.5795 -22.4152
O -3.7443 -19.9491 -22.9035
O -5.6678 -21.2498 -23.5646
O -4.7733 -21.4928 -21.2914
O -5.9897 -19.5119 -22.0486
S -3.4208 -25.7005 -21.8390
O -3.7634 -25.0290 -23.0987
O -3.7841 -24.8087 -20.7304
O -4.1661 -26.9662 -21.7360
O -2.0014 -26.1536 -21.7251
S 2.6196 -24.0904 -23.4161
O 3.6894 -24.8290 -24.0165
O 3.2486 -23.2505 -22.4028
O 2.2357 -23.1712 -24.5608
O 1.4852 -24.9486 -22.9833
*
```

LUMO: 2.81 eV
Kohn-Sham gap: 5.7 eV
highest occupied orbital energy: -2.901 eV

Mulliken atomic charge list, values in e, 4 entries: atom 1 (Sr): 1.8713, atom 2 (Sr): 2.1189, atom 3 (Sr): 1.7760, atom 4 (Sr): 1.6770

=====

Molecular formula: C7H5N3O4
Method: DFT, ωB97M-V/def2-TZVPD

Structure (ORCA input):
```
! RIJCOSX wB97M-V def2-TZVPD def2/J DEFGRID3
* xyz 0 1
C 2.4611 -0.0200 -0.2224
C 1.9963 1.2155 0.3551
C 1.5810 -1.0229 -0.7229
C 0.2593 -0.7699 -0.7769
C -0.4674 0.9080 1.1759
C -0.3170 0.4975 -0.3055
C 0.6072 1.4487 0.3546
N 3.0147 1.9229 0.7636
N 3.7809 -0.0152 -0.1143
N -0.3673 4.1425 -0.2128
O 4.6508 -0.7952 -0.4273
O -1.5049 3.9076 -0.4822
O 0.3236 5.1041 -0.2229
O 4.1270 1.2353 0.4968
H 2.0070 -1.9510 -1.0663
H -0.4108 -1.4777 -1.2366
H -1.3336 1.5166 1.3838
H -0.2057 0.2229 1.9730
H -1.1159 0.8805 -0.9278
*
```

LUMO (alpha / beta): -1.63 / -1.16 eV
Kohn-Sham gap (alpha / beta): 6.9 / 7.7 eV
energy above the lowest of the compared OMol25 structures with the same formula, charge and spin: 117.12 kcal per mole
highest occupied orbital energy (alpha / beta): -8.536 / -8.835 eV

Mulliken atomic charge list, values in e, 4 entries: atom 1 (C): 0.7093, atom 2 (C): 0.4710, atom 3 (C): -0.6650, atom 4 (C): -0.6900

=====

Molecular formula: C19H31BeCsFMgN7O17P2
Method: DFT, ωB97M-V/def2-TZVPD

Structure (ORCA input):
```
! RIJCOSX wB97M-V def2-TZVPD def2/J DEFGRID3
* xyz 2 1
C 3.3272 -1.0368 0.2018
P 3.5551 0.4089 -0.8859
C 5.2078 1.1154 -0.4111
C 2.2617 1.5764 -0.2970
C 2.5799 2.9248 0.0044
N 1.7218 3.7971 0.4569
C 0.4765 3.2837 0.5846
C -0.5489 4.1383 1.0503
C -1.8313 3.7252 1.1892
O -2.8067 4.6618 1.6068
C -2.1866 2.3909 0.8676
C -1.2289 1.5398 0.4246
P -1.8111 -0.1648 -0.0116
O -1.8224 -1.1710 1.2909
O -0.9003 -0.8298 -1.2586
C 0.1247 1.9696 0.2750
N 1.0551 1.0857 -0.1694
H 4.0036 -1.8428 -0.0519
H 3.4883 -0.6549 1.2216
H 2.2992 -1.3854 0.1616
H 5.1115 1.6444 0.5366
H 5.5313 1.8098 -1.2015
H 5.9265 0.3062 -0.3181
H 3.5969 3.2633 -0.1482
H -0.2926 5.1576 1.3075
H -2.7918 4.7154 2.5917
H -3.2128 2.0547 0.9452
H -0.9662 -1.6158 1.4143
H -0.3931 -1.6000 -0.9573
C 6.5635 -2.5203 -0.8541
O 5.6498 -2.6576 -1.6610
O 7.3264 -1.5286 -0.7647
O 6.8852 -3.3407 0.0361
Cs -2.0714 -1.9605 -3.0342
Be 4.1894 1.5976 -2.8691
N 4.3820 0.2174 3.6001
O 3.2606 -0.3389 3.6221
O 5.0263 0.1882 2.5203
O 4.8298 0.7834 4.5798
O 1.1502 3.4438 4.3673
H 0.8816 3.3818 3.4470
H 0.3667 3.7484 4.8379
Mg -4.8093 4.9295 1.9428
C 2.8714 1.9837 -7.7905
C 2.5671 1.7777 -6.3356
O 3.4648 1.6443 -5.4924
N 1.2791 1.7392 -5.9500
C 0.0547 1.8726 -6.7307
H 3.9471 1.9901 -7.9329
H 2.4448 1.1748 -8.3837
H 2.4679 2.9384 -8.1279
H 1.1765 1.5962 -4.9580
H -0.5070 2.7211 -6.3404
H -0.5284 0.9585 -6.6018
H 0.2347 2.0285 -7.7882
C -1.4896 0.2446 4.1610
N -2.6135 0.8498 4.9118
O -2.5862 2.0610 5.0146
O -3.4705 0.1171 5.3434
H -0.8213 1.0382 3.8453
H -0.9716 -0.4514 4.8153
H -1.9184 -0.2559 3.2992
C -6.5893 -0.7405 4.9093
C -7.4113 -0.6520 6.1729
O -8.6338 -1.2482 5.7809
C -8.3453 -2.1507 4.7974
O -9.0735 -2.9998 4.4232
O -7.0925 -1.9351 4.3070
F -7.6382 0.6349 6.5328
H -6.7732 0.1063 4.2447
H -5.5237 -0.8180 5.0994
H -6.9968 -1.1957 7.0231
C -0.6974 -7.2916 -3.9879
O -0.9814 -6.1074 -3.8258
N -0.8844 -7.9258 -5.1764
N -0.1756 -8.0589 -2.9914
H -0.6614 -8.8907 -5.3318
H -1.2686 -7.3888 -5.9305
H -0.0269 -7.6224 -2.1021
H 0.0617 -9.0265 -3.1027
*
```

LUMO: -9.48 eV
Kohn-Sham gap: 1.3 eV
highest occupied orbital energy: -10.818 eV

Mulliken atomic charge list, values in e, 4 entries: atom 1 (C): -0.5169, atom 2 (P): 0.8552, atom 3 (C): -1.0250, atom 4 (C): 0.4069

=====

Electronic energy list, top to bottom, in Eh: -812.9585; -4007.4412; -675.8293; -885.1446; -3480.7493; -734.6011; -3421.4611